Entry 1:
The molecule C3H4O3 in a non-equilibrium geometry, computed with ωB97M-V with the def2-TZVPD basis set.

**Structure (SMILES)**: O=C(O)[C@H]1CO1
**E_tot**: -342.371355 Eh
**Kohn-Sham gap**: 0.4103 Ha
**Net charge**: 0
**E_LUMO**: 0.533 eV
**F_max**: 2.56 eV Å⁻¹

Positions of all 10 atoms, in Å:
C1 1.12 0.43 -0.20
C2 -0.27 -0.21 -0.41
C3 -1.30 0.04 0.62
H1 1.86 -1.26 -0.35
H2 -0.36 -1.13 -1.10
H3 -1.01 0.93 1.32
H4 -2.15 -0.60 0.97
O1 2.19 -0.43 -0.03
O2 1.29 1.62 -0.05
O3 -1.38 0.60 -0.78

How positive or negative is each atom? The natural (NBO) charges in e answer that: 0.742 -0.087 -0.120 0.474 0.209 0.218 0.218 -0.654 -0.531 -0.468

---

Entry 2:
A structure of composition C3H4O3 in a non-equilibrium geometry, computed with ωB97M-V with the def2-TZVPD basis set.

**E_tot**: -342.328823 Eh
**Kohn-Sham gap**: 0.3986 Ha
**Net charge**: 0
**E_LUMO**: 0.607 eV
**F_max**: 7.89 eV Å⁻¹

Positions of all 10 atoms, in Å:
O1 -0.11 0.84 2.25
C1 -0.33 0.54 1.09
O2 -0.59 -0.74 0.96
C2 0.19 -0.81 -0.23
C3 -0.06 0.37 -1.03
O3 -0.51 1.26 0.01
H1 1.30 -0.63 0.63
H2 0.10 -1.88 -0.42
H3 0.84 0.80 -1.48
H4 -0.84 0.25 -1.78

How positive or negative is each atom? The natural (NBO) charges in e answer that: -0.564 0.938 -0.487 -0.123 -0.129 -0.457 0.153 0.247 0.218 0.205

---

Entry 3:
A structure of composition C3H4O3 in a non-equilibrium geometry, computed with ωB97M-V with the def2-TZVPD basis set.

**E_tot**: -342.287926 Eh
**Kohn-Sham gap**: 0.3346 Ha
**Net charge**: 0
**E_LUMO**: -0.061 eV
**F_max**: 2.48 eV Å⁻¹

Positions of all 10 atoms, in Å:
O1 -0.24 -1.03 -1.41
C1 0.18 -0.05 -0.52
C2 0.96 -0.66 0.58
O2 1.60 0.20 1.36
C3 -1.00 0.70 0.07
O3 -2.13 0.40 -0.25
H1 -1.21 -1.02 -1.38
H2 0.83 0.70 -1.00
H3 1.78 -0.72 1.76
H4 -0.77 1.50 0.79

How positive or negative is each atom? The natural (NBO) charges in e answer that: -0.686 -0.176 0.199 -0.646 0.425 -0.511 0.489 0.216 0.549 0.139

---

Entry 4:
A cluster of 2 separate species, C3H4O3 in total, computed with ωB97M-V with the def2-TZVPD basis set.

**Structure (SMILES)**: O=C=CO.C=O
**E_tot**: -342.313923 Eh
**Kohn-Sham gap**: 0.3477 Ha
**Net charge**: 0
**E_LUMO**: 0.516 eV
**F_max**: 0.90 eV Å⁻¹

Positions of all 10 atoms, in Å:
O1 -1.16 1.60 0.57
C1 -0.33 0.69 -0.03
C2 1.22 -0.92 0.22
O2 0.78 -1.27 -0.90
C3 -0.94 -0.51 -0.39
O3 -1.78 -1.31 -0.27
H1 -1.28 2.37 0.00
H2 0.47 1.07 -0.66
H3 0.85 -1.37 1.15
H4 2.16 -0.35 0.31

How positive or negative is each atom? The natural (NBO) charges in e answer that: -0.677 -0.171 0.199 -0.596 0.708 -0.456 0.478 0.215 0.149 0.151

---

Entry 5:
A structure of composition C3H4O3, computed with ωB97M-V with the def2-TZVPD basis set.

**E_tot**: -342.405243 Eh
**Kohn-Sham gap**: 0.3994 Ha
**Net charge**: 0
**E_LUMO**: 0.517 eV
**F_max**: 0.69 eV Å⁻¹

Positions of all 10 atoms, in Å:
O1 -1.26 -1.05 0.48
C1 -0.34 -0.32 -0.27
C2 -0.10 1.14 0.12
O2 1.33 0.93 0.00
C3 1.16 -0.43 0.05
O3 1.96 -1.26 0.35
H1 -1.43 -1.88 0.02
H2 -0.50 -0.40 -1.35
H3 -0.34 1.35 1.16
H4 -0.47 1.92 -0.55

How positive or negative is each atom? The natural (NBO) charges in e answer that: -0.685 -0.029 -0.090 -0.488 0.752 -0.528 0.484 0.192 0.197 0.195

---

Entry 6:
A cluster of 3 separate species, C3H4O3PS in total in a non-equilibrium geometry, computed with ωB97M-V with the def2-TZVPD basis set.

**E_tot**: -1081.952624 Eh
**Kohn-Sham gap**: 0.2094 Ha
**Net charge**: -1
**E_LUMO**: 3.227 eV
**F_max**: 1.71 eV Å⁻¹

Positions of all 12 atoms, in Å:
C1 -0.98 2.62 -0.16
C2 1.64 -1.21 -0.45
C3 -0.82 -1.42 0.02
O1 -0.09 2.49 0.55
O2 -1.90 2.75 -0.84
O3 2.19 -2.23 -0.74
P1 -1.78 -0.21 0.65
S1 2.87 0.42 -0.56
H1 -0.48 -1.51 -1.05
H2 -0.51 -2.28 0.66
H3 -1.93 -0.62 2.08
H4 1.78 1.19 -0.16

How positive or negative is each atom? The natural (NBO) charges in e answer that: 1.037 0.258 -0.768 -0.510 -0.531 -0.678 0.163 -0.496 0.247 0.218 -0.065 0.126

---

Entry 7:
A structure of composition C3H4O3S in a non-equilibrium geometry, computed with ωB97M-V with the def2-TZVPD basis set.

**E_tot**: -740.522906 Eh
**Kohn-Sham gap**: 0.3224 Ha
**Net charge**: 0
**E_LUMO**: -0.350 eV
**F_max**: 8.95 eV Å⁻¹

Positions of all 11 atoms, in Å:
C1 1.70 1.47 -0.13
C2 0.49 0.88 0.33
C3 0.05 -0.31 -0.33
O1 3.90 -0.14 1.51
O2 3.99 -1.04 -0.74
O3 2.84 1.61 -0.45
S1 4.36 0.02 0.14
H1 0.13 1.71 1.07
H2 -0.90 -0.12 -0.83
H3 -0.05 -1.11 0.54
H4 0.78 -0.74 -0.91

How positive or negative is each atom? The natural (NBO) charges in e answer that: 0.705 -0.448 -0.628 -0.873 -0.876 -0.539 1.691 0.272 0.225 0.232 0.239

---

Entry 8:
The molecule C3H4O3S in a non-equilibrium geometry, computed with ωB97M-V with the def2-TZVPD basis set.

**Structure (SMILES)**: O=C1OCOCS1
**E_tot**: -740.568428 Eh
**Kohn-Sham gap**: 0.3881 Ha
**Net charge**: 0
**E_LUMO**: 0.560 eV
**F_max**: 7.29 eV Å⁻¹

Positions of all 11 atoms, in Å:
C1 -1.04 -0.32 0.14
C2 1.24 0.93 0.50
C3 0.96 -1.27 -0.44
H1 0.87 0.62 1.49
H2 1.94 1.69 0.46
H3 0.48 -1.18 -1.51
H4 1.46 -2.30 -0.22
O1 -2.27 -0.56 0.04
O2 1.90 -0.21 -0.15
O3 -0.14 -1.15 0.48
S1 -0.48 1.28 -0.27

How positive or negative is each atom? The natural (NBO) charges in e answer that: 0.599 -0.167 0.203 0.202 0.219 0.185 0.214 -0.572 -0.539 -0.520 0.177

---

Entry 9:
A structure of composition C3H4O3Sr in a non-equilibrium geometry, computed with ωB97M-V with the def2-TZVPD basis set.

**E_tot**: -372.539780 Eh
**Kohn-Sham gap**: 0.3717 Ha
**Net charge**: +2
**E_LUMO**: -8.930 eV
**F_max**: 3.21 eV Å⁻¹

Positions of all 11 atoms, in Å:
C1 2.33 -1.41 -1.30
C2 2.73 -0.14 -0.78
O1 2.01 0.64 -0.06
C3 0.65 0.45 0.27
O2 0.22 -0.72 0.41
O3 -0.05 1.46 0.27
H1 1.97 -1.27 -2.33
H2 3.79 0.13 -0.72
H3 3.23 -2.05 -1.32
Sr1 -2.13 0.27 1.17
H4 1.34 -1.74 -0.69

How positive or negative is each atom? The natural (NBO) charges in e answer that: -0.815 0.596 -0.407 0.967 -0.789 -0.733 0.335 0.246 0.314 1.953 0.333

---

Entry 10:
A structure of composition C3H4O3Y in a non-equilibrium geometry, computed with ωB97M-V with the def2-TZVPD basis set.

**E_tot**: -380.545122 Eh
**Kohn-Sham gap (alpha / beta)**: 0.1259 / 0.2017 Ha
**Net charge**: 0
**2S+1**: 2
**E_LUMO (alpha / beta)**: -1.685 / -1.787 eV
**F_max**: 5.48 eV Å⁻¹

Positions of all 11 atoms, in Å:
H1 2.37 -2.11 1.13
O1 0.07 1.96 -0.36
O2 1.78 -0.28 1.77
C1 1.55 -1.38 1.28
C2 -1.20 0.19 -1.49
O3 -2.10 1.23 -1.15
C3 -0.89 1.00 -0.27
H2 0.51 -1.70 1.08
H3 -1.64 -0.82 -1.47
H4 -0.58 0.37 -2.38
Y1 0.12 1.54 1.87

How positive or negative is each atom? The Mulliken charges in e answer that: 0.273 -0.694 -0.558 -0.240 -0.165 -0.443 -0.035 0.171 0.210 0.170 1.309